<A>
The following is a DFT calculation (ωB97M-V/def2-TZVPD) of C12H21N7O3 in the gas phase.

Bonds (Å) are listed after each position.
Geometry (Å):
1 H 5.47251 1.60450 1.48721  N2 1.080
2 N 5.09312 0.59686 1.40495  H1 1.080, C3 1.323
3 C 4.33323 0.42567 0.33542  N2 1.323, N4 1.412, N5 1.347
4 N 3.99742 1.47958 -0.54245  C3 1.412, H24 0.975, H25 1.007
5 N 3.77032 -0.76611 0.05715  C3 1.347, C6 1.518, H26 1.005
6 C 3.00254 -1.09589 -1.21049  N5 1.518, C7 1.524, H27 1.144, H28 1.113
7 C 1.86104 -2.08635 -1.01710  C6 1.524, C8 1.582, H29 1.112, H30 1.099
8 C 0.81110 -2.03644 0.16539  C7 1.582, C9 1.596, H31 1.076, H32 1.093
9 C -0.06602 -0.70463 0.21913  C8 1.596, N10 1.376, C21 1.459, H33 1.110
10 N -1.10521 -0.71620 -0.68326  C9 1.376, C11 1.344, H34 1.012
11 C -2.33781 -1.25283 -0.70102  N10 1.344, O12 1.243, C13 1.496
12 O -2.99677 -1.29975 -1.75449  C11 1.243
13 C -3.02554 -1.45130 0.61272  C11 1.496, N14 1.552, C15 1.540, H35 1.105
14 N -2.13778 -2.41968 1.43938  C13 1.552, H36 1.025, H37 1.026
15 C -3.45204 -0.14169 1.30182  C13 1.540, C16 1.505, H38 1.082, H39 1.098
16 C -2.91931 1.07784 0.59963  C15 1.505, C17 1.396, N20 1.316
17 C -3.42296 1.50376 -0.63024  C16 1.396, N18 1.414, H40 1.082
18 N -2.57775 2.60842 -0.88271  C17 1.414, C19 1.318, H41 1.018
19 C -1.79816 2.80229 0.16229  N18 1.318, N20 1.354, H42 1.053
20 N -1.92748 1.80442 1.06883  C16 1.316, C19 1.354
21 C 0.78315 0.47181 0.06454  C9 1.459, O22 1.210, O23 1.331
22 O 0.82219 1.15317 -0.93486  C21 1.210
23 O 1.63339 0.72960 1.05506  C21 1.331, H43 1.021
24 H 4.26538 1.35679 -1.47205  N4 0.975
25 H 4.39680 2.36982 -0.29444  N4 1.007
26 H 3.92107 -1.44225 0.78584  N5 1.005
27 H 2.68790 -0.08879 -1.65138  C6 1.144
28 H 3.69761 -1.58738 -1.92812  C6 1.113
29 H 1.23139 -2.14862 -1.93119  C7 1.112
30 H 2.14346 -3.13102 -0.82391  C7 1.099
31 H 0.08003 -2.81788 0.05342  C8 1.076
32 H 1.24624 -2.09772 1.16602  C8 1.093
33 H -0.48689 -0.72080 1.24651  C9 1.110
34 H -0.92289 -0.45220 -1.64326  N10 1.012
35 H -3.93896 -1.93467 0.22098  C13 1.105
36 H -2.26301 -2.34911 2.45390  N14 1.025
37 H -2.37129 -3.41275 1.33330  N14 1.026
38 H -4.52574 -0.20570 1.41860  C15 1.082
39 H -2.87748 -0.19298 2.23652  C15 1.098
40 H -4.26944 1.31828 -1.27787  C17 1.082
41 H -2.41642 2.86881 -1.85379  N18 1.018
42 H -1.00475 3.49022 0.08102  C19 1.053
43 H 1.86016 1.72466 1.02134  O23 1.021

Properties
**Net charge**: 0
**Gap between HOMO and LUMO**: 0.332 Eh
**Multiplicity**: 1
**E_HOMO**: -8.4 eV

<B>
The following is a DFT calculation (ωB97M-V/def2-TZVPD) of C12H21N7O3 in the gas phase.

Bonds (Å) are listed after each position.
Geometry (Å):
1 H 4.92659 -1.83458 -1.64427  N2 1.022
2 N 4.98989 -0.87441 -1.29978  H1 1.022, C3 1.275
3 C 4.65266 -0.82043 -0.07174  N2 1.275, N4 1.389, N5 1.376
4 N 4.23547 -1.88539 0.71674  C3 1.389, H24 1.004, H25 1.046
5 N 4.69385 0.44259 0.47206  C3 1.376, C6 1.464, H26 0.999
6 C 3.54743 1.19284 0.98733  N5 1.464, C7 1.536, H27 1.082, H28 1.138
7 C 2.62597 1.63621 -0.15858  C6 1.536, C8 1.593, H29 1.071, H30 1.115
8 C 1.55690 0.75976 -0.94932  C7 1.593, C9 1.512, H31 1.016, H32 1.074
9 C 0.51026 -0.07179 -0.24283  C8 1.512, N10 1.464, C21 1.529, H33 1.082
10 N -0.36481 0.54996 0.75317  C9 1.464, C11 1.363, H34 1.003
11 C -1.64518 1.01102 0.83669  N10 1.363, O12 1.252, C13 1.493
12 O -2.19377 1.37107 1.90324  C11 1.252
13 C -2.42020 0.99517 -0.43970  C11 1.493, N14 1.461, C15 1.565, H35 1.069
14 N -1.50359 1.45183 -1.48202  C13 1.461, H36 1.022, H37 1.045
15 C -3.00214 -0.39595 -0.85890  C13 1.565, C16 1.526, H38 1.098, H39 1.045
16 C -4.36069 -0.73053 -0.24868  C15 1.526, C17 1.345, N20 1.320
17 C -4.83885 -0.22015 0.90046  C16 1.345, N18 1.324, H40 1.080
18 N -6.11618 -0.56325 0.96981  C17 1.324, C19 1.360, H41 0.997
19 C -6.35603 -1.30553 -0.14449  N18 1.360, N20 1.316, H42 1.085
20 N -5.29980 -1.36133 -0.92810  C16 1.320, C19 1.316
21 C 1.24362 -1.15152 0.55412  C9 1.529, O22 1.214, O23 1.386
22 O 1.37914 -1.20424 1.75894  C21 1.214
23 O 1.70426 -2.23939 -0.17115  C21 1.386, H43 1.018
24 H 4.07841 -1.74456 1.69835  N4 1.004
25 H 5.06745 -2.50343 0.57343  N4 1.046
26 H 4.95363 1.03151 -0.29211  N5 0.999
27 H 3.08519 0.78091 1.87413  C6 1.082
28 H 3.86985 2.17653 1.46054  C6 1.138
29 H 2.12690 2.57172 -0.01075  C7 1.071
30 H 3.38321 1.84731 -0.94920  C7 1.115
31 H 1.02946 1.38829 -1.54889  C8 1.016
32 H 2.19481 0.15362 -1.56556  C8 1.074
33 H -0.14488 -0.63592 -0.89412  C9 1.082
34 H -0.01224 0.46663 1.68796  N10 1.003
35 H -3.27267 1.59377 -0.20149  C13 1.069
36 H -1.94193 1.77860 -2.34603  N14 1.022
37 H -1.07302 2.33474 -1.12604  N14 1.045
38 H -3.20957 -0.18075 -1.91586  C15 1.098
39 H -2.45261 -1.28469 -0.86097  C15 1.045
40 H -4.21453 0.35845 1.56503  C17 1.080
41 H -6.67424 -0.60535 1.79456  N18 0.997
42 H -7.30164 -1.72695 -0.46758  C19 1.085
43 H 2.54362 -2.55238 0.31159  O23 1.018

Properties
**Net charge**: 0
**Gap between HOMO and LUMO**: 0.332 Eh
**Multiplicity**: 1
**E_HOMO**: -8.4 eV

Tell me which of them is the least stable. Sure, it is <A>.

<A>
The following is a DFT calculation (ωB97M-V/def2-TZVPD) of 2 unconnected molecules or ions with the total composition H2NO2S.

Bonds (Å) are listed after each position.
Geometry (Å):
1 N 0.15775 0.53325 -1.09633  S4 1.541, H5 1.122
2 O -0.84949 -1.46580 0.13873  S4 1.464
3 O -1.44582 0.97791 0.54116  S4 1.450
4 S -0.48728 -0.04785 0.17681  N1 1.541, O2 1.464, O3 1.450
5 H 1.02941 -0.07356 -1.45853  N1 1.122
6 H 1.59543 0.07605 1.69815  no bonds

Properties
**Net charge**: -1
**Gap between HOMO and LUMO (spin up / spin down)**: 0.307 / 0.245 Eh
**Multiplicity**: 1
**E_HOMO (spin up / spin down)**: -4.5 / -3.3 eV

<B>
The following is a DFT calculation (ωB97M-V/def2-TZVPD) of 2 unconnected molecules or ions with the total composition H2NO2S.

Bonds (Å) are listed after each position.
Geometry (Å):
1 N 0.97361 0.16901 -0.75612  S4 1.540, H5 1.037
2 O -1.52022 -1.68069 0.06801  no bonds
3 O -0.79497 1.59910 0.34945  S4 1.468
4 S -0.19477 0.26323 0.24232  N1 1.540, O3 1.468, H6 1.565
5 H 0.98252 -0.53495 -1.51809  N1 1.037
6 H 0.55382 0.18431 1.61442  S4 1.565

Properties
**Net charge**: -1
**Gap between HOMO and LUMO (spin up / spin down)**: 0.279 / 0.296 Eh
**Multiplicity**: 1
**E_HOMO (spin up / spin down)**: -4.2 / -3.9 eV

Tell me which of them is the least stable. Sure, it is <B>.

<A>
The following is a DFT calculation (ωB97M-V/def2-TZVPD) of C3H5NO4 in the gas phase.

Bonds (Å) are listed after each position.
Geometry (Å):
1 C 1.82717 0.34551 0.26616  N2 1.404, H9 1.047, H10 1.197, H11 1.245
2 N 0.54232 0.01018 -0.19070  C1 1.404, O3 1.575, C4 1.295
3 O 0.20927 -1.45349 -0.66826  N2 1.575, H12 1.120
4 C -0.51662 0.75425 -0.13407  N2 1.295, O5 1.135, C6 1.566
5 O -0.48121 1.84352 0.18139  C4 1.135
6 C -1.90590 0.04846 0.02418  C4 1.566, O7 1.284, O8 1.444
7 O -2.75015 0.75149 -0.63962  C6 1.284
8 O -1.99866 -1.13249 0.85066  C6 1.444, H13 0.979
9 H 1.96805 -0.11066 1.19826  C1 1.047
10 H 2.54869 -0.16640 -0.54017  C1 1.197
11 H 1.79457 1.58702 0.18178  C1 1.245
12 H -0.15715 -1.25576 -1.70802  O3 1.120
13 H -1.08037 -1.22163 1.17841  O8 0.979

Properties
**Net charge**: 0
**Gap between HOMO and LUMO**: 0.369 Eh
**Multiplicity**: 1
**E_HOMO**: -10.1 eV

<B>
The following is a DFT calculation (ωB97M-V/def2-TZVPD) of 2 unconnected molecules or ions with the total composition C3H5NO4.

Bonds (Å) are listed after each position.
Geometry (Å):
1 C -0.26809 0.47123 0.56002  N9 1.284, O11 1.367, O13 1.334
2 C 1.60623 0.46182 -1.15874  H5 1.196, H6 1.089, O11 1.555, O12 1.409
3 C 0.90776 -1.45228 -0.26578  H7 1.074, H8 1.098, O12 1.428, O13 1.535
4 H -1.78818 -0.81777 1.87489  no bonds
5 H 1.73280 0.98822 -2.22503  C2 1.196
6 H 2.49446 0.59025 -0.54224  C2 1.089
7 H 0.35898 -2.34480 -0.50394  C3 1.074
8 H 1.65287 -1.65836 0.51413  C3 1.098
9 N -1.29374 1.06968 1.04968  C1 1.284, O10 1.458
10 O -2.51819 0.38257 1.44385  N9 1.458
11 O 0.48614 1.16688 -0.34271  C1 1.367, C2 1.555
12 O 1.31672 -0.87240 -1.50502  C2 1.409, C3 1.428
13 O -0.39344 -0.81829 0.24406  C1 1.334, C3 1.535

Properties
**Net charge**: 0
**Gap between HOMO and LUMO**: 0.326 Eh
**Multiplicity**: 1
**E_HOMO**: -9.0 eV

Tell me which of them is the least stable. Sure, it is <B>.

<A>
The following is a DFT calculation (ωB97M-V/def2-TZVPD) of a gas-phase ion, C5H9O (charge -1).

Bonds (Å) are listed after each position.
Geometry (Å):
1 C 1.81664 -2.38805 0.60708  C2 1.349, H7 1.082, H8 1.083
2 C 0.89759 -1.41870 0.79898  C1 1.349, C3 1.509, H9 1.096
3 C -0.19863 -1.05043 -0.17061  C2 1.509, C4 1.533, H10 1.085, H11 1.104
4 C -0.87724 0.31275 0.00463  C3 1.533, C5 1.663, H12 1.095, H13 1.095
5 C -0.30101 1.79286 -0.48666  C4 1.663, O6 1.315, H14 1.130, H15 1.111
6 O -1.25974 2.67727 -0.65392  C5 1.315
7 H 2.09963 -2.57601 -0.42006  C1 1.082
8 H 2.23276 -2.95846 1.42891  C1 1.083
9 H 0.78235 -1.16637 1.85932  C2 1.096
10 H -0.93145 -1.84894 -0.22637  C3 1.085
11 H 0.36701 -0.98415 -1.11655  C3 1.104
12 H -1.87920 0.16540 -0.41242  C4 1.095
13 H -0.89504 0.58927 1.06380  C4 1.095
14 H 0.23529 1.52301 -1.44350  C5 1.130
15 H 0.51460 1.92239 0.25658  C5 1.111

Properties
**Net charge**: -1
**Gap between HOMO and LUMO**: 0.221 Eh
**Multiplicity**: 1
**E_HOMO**: -2.2 eV

<B>
The following is a DFT calculation (ωB97M-V/def2-TZVPD) of a gas-phase ion, C5H9O (charge -1).

Bonds (Å) are listed after each position.
Geometry (Å):
1 C 2.55612 0.41602 0.19284  C2 1.324, H7 1.082, H8 1.093
2 C 1.23315 0.45762 0.23429  C1 1.324, C3 1.500, H9 1.082
3 C 0.30636 -0.26013 -0.70170  C2 1.500, C4 1.525, H10 1.094, H11 1.096
4 C -0.93174 -0.80433 0.00224  C3 1.525, C5 1.558, H12 1.086, H13 1.098
5 C -2.04781 0.25326 0.25391  C4 1.558, O6 1.344, H14 1.122, H15 1.133
6 O -3.04737 -0.18140 1.03940  C5 1.344
7 H 3.14923 -0.16075 -0.50425  C1 1.082
8 H 3.16414 0.96283 0.91738  C1 1.093
9 H 0.74939 1.08320 0.97204  C2 1.082
10 H 0.03128 0.45822 -1.47969  C3 1.094
11 H 0.85746 -1.06803 -1.19694  C3 1.096
12 H -0.69194 -1.23820 0.96847  C4 1.086
13 H -1.39847 -1.61848 -0.56793  C4 1.098
14 H -1.54883 1.17066 0.66284  C5 1.122
15 H -2.38095 0.52952 -0.79290  C5 1.133

Properties
**Net charge**: -1
**Gap between HOMO and LUMO**: 0.219 Eh
**Multiplicity**: 1
**E_HOMO**: -2.2 eV

Tell me which of them is the least stable. Sure, it is <A>.

<A>
The following is a DFT calculation (ωB97M-V/def2-TZVPD) of a gas-phase ion, C5H10N3S (charge +1).

Bonds (Å) are listed after each position.
Geometry (Å):
1 C -1.45637 -0.25204 -0.96818  C2 1.254, C4 1.434, S9 1.897
2 C -1.37400 0.40342 0.09786  C1 1.254, C5 1.483, S9 1.915
3 C 1.43178 0.61865 -0.19223  N6 1.229, N7 1.375, S9 1.934
4 C -2.07633 -0.90028 -2.08727  C1 1.434, H10 1.134, H11 1.078, H12 1.012
5 C -1.22872 0.33292 1.57251  C2 1.483, H13 1.078, H14 1.143, H15 1.117
6 N 1.08201 -0.12615 0.72058  C3 1.229, N8 1.323
7 N 2.60624 1.14805 -0.67285  C3 1.375, H16 1.039, H17 1.002
8 N 1.81605 -0.54252 1.73969  N6 1.323, H18 1.086, H19 0.969
9 S -0.14893 1.10264 -1.19684  C1 1.897, C2 1.915, C3 1.934
10 H -1.35457 -1.05917 -2.94746  C4 1.134
11 H -2.30159 -1.89939 -1.75187  C4 1.078
12 H -2.98337 -0.56370 -2.38246  C4 1.012
13 H -0.50854 1.04378 1.94486  C5 1.078
14 H -2.26263 0.46372 2.04083  C5 1.143
15 H -0.97168 -0.68064 1.96408  C5 1.117
16 H 3.39992 0.48700 -0.78152  N7 1.039
17 H 2.39018 1.67063 -1.50041  N7 1.002
18 H 1.21600 -1.00725 2.51593  N8 1.086
19 H 2.72454 -0.23967 1.88476  N8 0.969

Properties
**Net charge**: +1
**Gap between HOMO and LUMO**: 0.317 Eh
**Multiplicity**: 1
**E_HOMO**: -12.3 eV

<B>
The following is a DFT calculation (ωB97M-V/def2-TZVPD) of a gas-phase ion, C5H10N3S (charge +1).

Bonds (Å) are listed after each position.
Geometry (Å):
1 C -2.02104 -0.51592 -0.44991  C3 1.527, N6 1.291, H10 1.103
2 C -0.93916 -1.05172 1.68062  C3 1.515, N7 1.230, H11 1.022
3 C -1.95696 -1.54755 0.67451  C1 1.527, C2 1.515, H12 1.042, H13 1.105
4 C 0.21686 0.61031 -0.66587  N6 1.251, N8 1.312, S9 1.739
5 C 2.85587 0.59117 -1.63668  S9 1.785, H14 1.052, H15 1.168, H16 1.151
6 N -0.95383 0.17025 -0.68985  C1 1.291, C4 1.251
7 N -0.94970 -0.15744 2.52567  C2 1.230, H18 1.028
8 N 0.57690 1.67533 0.00960  C4 1.312, H17 1.061, H19 0.994
9 S 1.24844 -0.16030 -1.83439  C4 1.739, C5 1.785
10 H -2.94442 -0.21675 -0.97333  C1 1.103
11 H -0.11491 -1.65445 1.71278  C2 1.022
12 H -2.89824 -1.57110 1.12160  C3 1.042
13 H -1.84210 -2.52037 0.16331  C3 1.105
14 H 2.82989 1.61214 -1.88969  C5 1.052
15 H 3.60844 0.11200 -2.39109  C5 1.168
16 H 3.46206 0.33951 -0.69076  C5 1.151
17 H 1.62681 1.77234 0.12943  N8 1.061
18 H -1.76576 0.46793 2.50690  N7 1.028
19 H -0.03915 2.04463 0.69715  N8 0.994

Properties
**Net charge**: +1
**Gap between HOMO and LUMO**: 0.348 Eh
**Multiplicity**: 1
**E_HOMO**: -13.8 eV

Tell me which of them is the least stable. Sure, it is <A>.

<A>
The following is a DFT calculation (ωB97M-V/def2-TZVPD) of 2 unconnected molecules or ions with the total composition C4H7Br2NO2.

Bonds (Å) are listed after each position.
Geometry (Å):
1 O 0.85597 1.06536 2.19355  C2 1.169
2 C 0.78448 0.47962 1.18397  O1 1.169, N3 1.184
3 N 0.88162 -0.19891 0.21878  C2 1.184, C4 1.427
4 C 0.13087 -0.57959 -0.93362  N3 1.427, C5 1.598, H8 1.037, H9 1.067
5 C -1.45904 -0.47241 -0.81540  C4 1.598, C6 1.551, H10 1.126, H11 1.185
6 C -1.85838 0.81926 -0.05553  C5 1.551, Br7 2.049, H12 1.090, H13 1.155
7 Br -3.79994 0.64816 0.57586  C6 2.049
8 H 0.56623 -0.05675 -1.71647  C4 1.037
9 H 0.19923 -1.61961 -1.16161  C4 1.067
10 H -1.84146 -0.58051 -1.86898  C5 1.126
11 H -1.94958 -1.39188 -0.25045  C5 1.185
12 H -1.97339 1.66317 -0.73575  C6 1.090
13 H -1.20565 0.73720 0.89342  C6 1.155
14 O 3.14614 -0.30680 1.21702  Br15 1.800, H16 0.953
15 Br 3.57686 0.40956 -0.37717  O14 1.800
16 H 3.94604 -0.61588 1.63238  O14 0.953

Properties
**Net charge**: 0
**Gap between HOMO and LUMO**: 0.356 Eh
**Multiplicity**: 1
**E_HOMO**: -10.0 eV

<B>
The following is a DFT calculation (ωB97M-V/def2-TZVPD) of 2 unconnected molecules or ions with the total composition C4H7Br2NO2.

Bonds (Å) are listed after each position.
Geometry (Å):
1 O -1.27331 -0.45730 1.59349  N2 1.247
2 N -0.07254 -0.37533 1.26749  O1 1.247, O3 1.373, C4 1.300
3 O 0.65559 0.64603 1.82606  N2 1.373, H8 0.954
4 C 0.51604 -1.07440 0.34304  N2 1.300, Br5 1.886, C6 1.499
5 Br 2.26366 -0.44369 0.02066  C4 1.886
6 C -0.15782 -2.24867 -0.30118  C4 1.499, Br7 2.073, H9 1.007, H10 1.013
7 Br 0.12101 -2.08495 -2.34840  C6 2.073
8 H -0.06773 1.00068 2.33754  O3 0.954
9 H 0.33275 -3.10952 -0.11902  C6 1.007
10 H -1.15477 -2.23574 -0.12012  C6 1.013
11 C -0.01957 2.30481 -0.41962  C12 1.339, H13 1.093, H14 1.135
12 C -0.42567 1.18947 -1.03975  C11 1.339, H15 1.096, H16 1.062
13 H 1.05376 2.51072 -0.41736  C11 1.093
14 H -0.73168 3.11915 -0.07774  C11 1.135
15 H 0.34317 0.52627 -1.45172  C12 1.096
16 H -1.38288 0.73248 -1.09334  C12 1.062

Properties
**Net charge**: 0
**Gap between HOMO and LUMO**: 0.334 Eh
**Multiplicity**: 1
**E_HOMO**: -9.2 eV

Tell me which of them is the least stable. Sure, it is <B>.